Formula: C4H12
Source: the Open Molecules 2025 dataset
Level of theory: ωB97M-V with the def2-TZVPD basis set

Structure (XYZ):
```
16
C4H12 ωB97M-V with the def2-TZVPD basis set
C 0.67 -2.45 -0.10
C 0.96 -1.78 1.23
H 1.48 -2.59 -0.81
H 0.27 -3.47 -0.07
H -0.22 -1.91 -0.45
H 1.16 -0.72 1.00
H 0.11 -1.87 1.91
H 1.87 -2.15 1.70
C -1.08 1.40 -0.60
C -0.50 2.80 -0.51
H -1.47 1.06 0.37
H -1.91 1.36 -1.30
H -0.32 0.64 -0.79
H 0.59 2.76 -0.46
H -0.84 3.48 0.27
H -0.77 3.44 -1.38
```

- spin multiplicity = 1
- Kohn-Sham gap (Ha) = 0.461
- SMILES = CC.CC
- E_HOMO (eV) = -11.42

Formula: C4H12
Source: the Open Molecules 2025 dataset
Level of theory: ωB97M-V with the def2-TZVPD basis set

Structure (XYZ):
```
16
C4H12 ωB97M-V with the def2-TZVPD basis set
C 0.68 -0.02 -2.65
C -0.54 -0.74 -2.02
H 0.40 0.45 -3.54
H 1.14 0.61 -1.91
H 1.49 -0.76 -2.96
H -1.29 0.02 -1.72
H -0.93 -1.36 -2.82
H -0.15 -1.48 -1.26
C -0.15 0.34 1.64
C -0.04 0.45 3.08
H -0.84 1.15 1.22
H 0.70 0.66 1.20
H -0.37 -0.58 1.17
H 0.59 1.28 3.52
H 0.36 -0.42 3.49
H -1.05 0.41 3.54
```

- spin multiplicity = 1
- Kohn-Sham gap (Ha) = 0.458
- SMILES = CC.CC
- E_HOMO (eV) = -11.32

Formula: C4H12
Source: the Open Molecules 2025 dataset
Level of theory: ωB97M-V with the def2-TZVPD basis set

Structure (XYZ):
```
16
C4H12 ωB97M-V with the def2-TZVPD basis set
C 0.13 -2.15 -0.68
C -0.16 -0.96 -1.61
H 0.47 -3.03 -1.33
H 0.86 -1.67 -0.06
H -0.75 -2.74 -0.35
H -0.58 -0.07 -1.18
H -0.97 -1.23 -2.29
H 0.80 -0.82 -2.14
C 0.18 0.93 1.67
C -0.18 2.19 0.77
H 1.17 1.15 2.03
H -0.51 0.72 2.45
H 0.28 0.05 1.02
H 0.73 2.83 0.81
H -0.47 2.04 -0.30
H -1.00 2.75 1.19
```

- spin multiplicity = 1
- Kohn-Sham gap (Ha) = 0.456
- SMILES = CC.CC
- E_HOMO (eV) = -11.24

Formula: C4H12
Source: the Open Molecules 2025 dataset
Level of theory: ωB97M-V with the def2-TZVPD basis set

Structure (XYZ):
```
16
C4H12 ωB97M-V with the def2-TZVPD basis set
C 1.18 -0.92 -1.71
C 2.71 -0.94 -1.86
H 0.70 -1.85 -2.04
H 0.75 -0.78 -0.70
H 0.66 -0.28 -2.45
H 3.13 -1.91 -1.62
H 3.44 -0.20 -1.50
H 2.82 -0.67 -2.91
C -1.48 0.96 2.48
C -2.38 1.00 1.21
H -1.36 1.95 2.93
H -1.93 0.23 3.14
H -0.51 0.56 2.26
H -1.77 1.01 0.31
H -3.09 1.81 1.12
H -2.87 0.02 1.35
```

- spin multiplicity = 1
- Kohn-Sham gap (Ha) = 0.456
- SMILES = CC.CC
- E_HOMO (eV) = -11.33

Formula: C4H12
Source: the Open Molecules 2025 dataset
Level of theory: ωB97M-V with the def2-TZVPD basis set

Structure (XYZ):
```
16
C4H12 ωB97M-V with the def2-TZVPD basis set
C -1.16 -1.50 -0.59
C -1.19 -2.20 0.79
H -1.31 -0.42 -0.61
H -0.17 -1.69 -0.97
H -1.94 -1.86 -1.24
H -2.20 -2.58 0.96
H -1.10 -1.54 1.62
H -0.49 -3.03 0.80
C 1.29 1.98 -0.84
C 1.06 1.80 0.67
H 0.37 2.16 -1.39
H 2.10 2.68 -1.04
H 1.68 1.05 -1.27
H 1.55 0.87 0.98
H 1.51 2.60 1.25
H 0.01 1.67 0.90
```

- spin multiplicity = 1
- Kohn-Sham gap (Ha) = 0.468
- SMILES = CC.CC
- E_HOMO (eV) = -11.58

Formula: C4H12
Source: the Open Molecules 2025 dataset
Level of theory: ωB97M-V with the def2-TZVPD basis set

Structure (XYZ):
```
16
C4H12 ωB97M-V with the def2-TZVPD basis set
C -1.45 0.37 -1.44
C -2.76 -0.28 -1.89
H -1.59 1.45 -1.46
H -1.24 0.15 -0.40
H -0.52 0.21 -1.98
H -3.61 0.33 -1.61
H -2.91 -1.21 -1.33
H -2.76 -0.51 -2.94
C 2.48 -0.51 1.12
C 1.74 0.35 2.15
H 3.42 -0.88 1.54
H 1.84 -1.35 0.88
H 2.79 0.08 0.26
H 1.58 -0.15 3.11
H 0.79 0.59 1.76
H 2.18 1.34 2.23
```

- spin multiplicity = 1
- Kohn-Sham gap (Ha) = 0.471
- SMILES = CC.CC
- E_HOMO (eV) = -11.70

Formula: C4H12
Source: the Open Molecules 2025 dataset
Level of theory: ωB97M-V with the def2-TZVPD basis set

Structure (XYZ):
```
16
C4H12 ωB97M-V with the def2-TZVPD basis set
C -0.22 -2.89 -0.27
C -1.22 -1.81 0.25
H 0.55 -3.13 0.45
H -0.84 -3.69 -0.69
H 0.24 -2.51 -1.17
H -0.81 -0.86 -0.11
H -1.22 -1.66 1.33
H -2.25 -1.97 -0.06
C 0.31 2.41 0.65
C 1.18 2.24 -0.62
H 0.36 3.33 1.24
H -0.72 2.17 0.37
H 0.49 1.71 1.47
H 1.79 1.34 -0.57
H 1.81 3.11 -0.78
H 0.52 2.19 -1.49
```

- spin multiplicity = 1
- Kohn-Sham gap (Ha) = 0.462
- SMILES = CC.CC
- E_HOMO (eV) = -11.48

Formula: C4H12
Source: the Open Molecules 2025 dataset
Level of theory: ωB97M-V with the def2-TZVPD basis set

Structure (XYZ):
```
16
C4H12 ωB97M-V with the def2-TZVPD basis set
C -3.04 0.44 0.63
C -1.97 1.56 1.10
H -3.73 1.12 0.09
H -2.70 -0.23 -0.19
H -3.62 -0.22 1.40
H -1.13 1.07 1.53
H -2.47 2.30 1.70
H -1.61 2.30 0.28
C 2.86 -0.55 -1.28
C 2.20 -1.54 -0.41
H 2.37 0.37 -1.03
H 3.91 -0.33 -1.16
H 2.72 -0.72 -2.38
H 2.59 -1.69 0.61
H 2.03 -2.50 -0.91
H 1.35 -0.96 -0.15
```

- spin multiplicity = 1
- Kohn-Sham gap (Ha) = 0.452
- SMILES = CC.CC
- E_HOMO (eV) = -11.30

These records have ΔE to the lowest compared entry with this formula, charge and spin values of 11.0 20.2 24.7 20.0 9.9 7.2 13.4 29.9 kcal/mol, in the order they appear.